Entry from OMol25: C47H66AsINO5RuS6Si3 as an isolated structure in a non-equilibrium geometry (wB97M-V/def2-TZVPD).

Geometry as XYZ:
```
131
Properties=species:S:1:pos:R:3:mulliken_charge:R:1
Ru -0.2329 -0.5476 -0.8705 1.136
O -7.2226 -1.3546 -0.8469 -0.714
C -6.1782 -0.7413 -0.7409 0.491
S -4.7307 -1.3527 0.0270 -0.064
C -3.6794 0.0714 -0.1640 -0.474
C -4.2400 1.1327 -0.8233 0.329
S -3.6248 2.6739 -1.1954 -0.455
S -5.9236 0.8845 -1.3519 -0.248
S -2.1635 -0.1205 0.6552 -0.398
O 2.1496 -0.4185 -0.0338 -0.041
S 3.5833 -0.0475 0.0427 -0.090
C 3.6367 1.7602 -0.3253 -0.535
C 2.9110 2.0692 -1.6185 0.464
C 2.4987 3.5353 -1.7408 -1.148
C 1.4976 3.9951 -0.6882 -0.910
S -0.2349 3.2955 -0.7924 0.195
O -0.0396 1.8257 -0.8745 0.109
C -0.4784 3.9806 -2.4474 -0.187
C -0.5238 5.3534 -2.6337 -0.546
C -0.7520 5.8622 -3.9044 -0.762
C -0.9321 5.0006 -4.9779 -0.530
C -0.9163 3.6272 -4.7756 -0.519
C -0.7008 3.1218 -3.5033 -0.096
C 4.3653 -0.5737 -1.4878 0.417
C 3.5721 -1.1007 -2.4932 -0.266
C 4.1467 -1.4453 -3.7045 -0.291
C 5.5131 -1.2770 -3.9014 -0.616
C 6.3063 -0.7823 -2.8722 -0.648
C 5.7385 -0.4375 -1.6570 -0.602
H 4.6912 2.0490 -0.3341 0.511
H 3.1471 2.2056 0.5421 0.127
H 2.0220 1.4441 -1.6861 -0.332
H 3.5485 1.8115 -2.4676 0.387
H 2.0747 3.6880 -2.7362 0.355
H 3.3925 4.1693 -1.6677 0.492
H 1.3537 5.0766 -0.7307 0.533
H 1.8362 3.7439 0.3164 0.352
H -0.3977 6.0275 -1.7940 0.403
H -0.8034 6.9337 -4.0550 0.352
H -1.0956 5.4017 -5.9711 0.371
H -1.0854 2.9460 -5.6004 0.404
H -0.7225 2.0660 -3.3017 0.762
H 2.5077 -1.1965 -2.3284 0.156
H 3.5226 -1.8327 -4.4999 0.504
H 5.9618 -1.5328 -4.8529 0.378
H 7.3722 -0.6609 -3.0243 0.359
H 6.3469 -0.0492 -0.8471 0.400
C 0.5103 -3.0274 -3.7241 -0.971
C -0.4911 -4.0364 -3.1533 0.198
C -1.9030 -3.4516 -3.0493 -1.291
C -0.0059 -4.5679 -1.8187 0.269
C 0.3944 -5.8887 -1.7810 -0.512
C 0.8206 -6.5114 -0.6196 -1.446
C 0.7748 -5.7739 0.5535 -0.648
C 0.3925 -4.4468 0.6033 -0.150
C 0.2627 -3.8522 1.9929 0.325
C -1.2114 -3.5585 2.2945 -0.853
C 1.1266 -2.6156 2.2395 -0.475
C 0.0577 -3.7338 -0.6274 0.545
N -0.1616 -2.4374 -0.6885 -0.219
H 0.1790 -2.6423 -4.6938 0.282
H 1.4929 -3.4911 -3.8444 0.403
H 0.6084 -2.1941 -3.0334 -0.207
H -0.5416 -4.8918 -3.8375 0.627
H -1.9156 -2.5886 -2.3908 -0.191
H -2.5937 -4.1963 -2.6490 0.484
H -2.2582 -3.1305 -4.0324 0.330
H 0.3696 -6.4618 -2.7036 0.322
H 1.1336 -7.5489 -0.6202 0.301
H 1.0384 -6.2627 1.4870 0.326
H 0.5978 -4.6281 2.6930 0.519
H -1.5781 -2.7823 1.6249 0.086
H -1.3314 -3.2062 3.3228 -0.185
H -1.8164 -4.4569 2.1528 0.468
H 0.7896 -1.7965 1.6127 -0.316
H 2.1763 -2.8184 2.0116 0.369
H 1.0394 -2.3118 3.2859 0.056
C -2.8737 -1.8104 5.9005 -1.274
Si -1.2450 -0.8291 5.9589 0.541
C -1.3108 0.1158 7.6221 -1.153
C 0.1265 -2.1228 6.2441 -1.078
As -0.9202 0.1110 3.8205 0.552
Si -2.6523 1.7172 3.8479 0.280
C -4.2953 0.7841 3.6776 -1.177
C -2.7567 2.7283 5.4682 -1.248
C -2.5151 3.0035 2.4864 -0.260
Si 0.9528 1.4509 4.2542 0.002
C 2.5508 0.5342 3.8000 -0.648
C 1.1969 2.0934 6.0350 -0.973
C 0.9271 2.9689 3.1217 -0.408
H -2.8783 -2.6371 6.6140 0.465
H -3.0209 -2.2248 4.9007 0.243
H -3.7299 -1.1680 6.1185 0.314
H -1.8068 -0.4967 8.3786 0.371
H -1.8617 1.0542 7.5403 0.230
H -0.3099 0.3541 7.9863 0.308
H 0.0386 -2.5924 7.2264 0.428
H 1.1170 -1.6644 6.1761 0.258
H 0.0758 -2.9069 5.4851 0.217
H -4.8435 0.7262 4.6210 0.360
H -4.1099 -0.2320 3.3226 0.205
H -4.9386 1.2670 2.9401 0.431
H -3.1777 2.1291 6.2788 0.237
H -3.3897 3.6092 5.3398 0.429
H -1.7685 3.0723 5.7823 0.215
H -2.0385 2.5568 1.6184 -0.478
H -1.9321 3.8803 2.7803 0.346
H -3.4986 3.3426 2.1600 0.490
H 2.7398 -0.3128 4.4634 0.359
H 3.4206 1.1951 3.8424 0.400
H 2.4703 0.1430 2.7835 -0.261
H 1.4580 1.2731 6.7075 0.211
H 0.2791 2.5477 6.4128 0.256
H 1.9905 2.8427 6.0892 0.359
H 0.5693 2.6511 2.1387 -0.432
H 1.9212 3.4089 3.0072 0.501
H 0.2527 3.7459 3.4855 0.463
I -0.2826 0.6521 -9.9402 0.002
C -0.3447 0.4291 -7.8355 -0.135
C 0.7856 0.7339 -7.0937 -0.565
C 0.7516 0.5468 -5.7228 -0.028
C -0.3910 0.0528 -5.0956 -0.470
C -1.5174 -0.2298 -5.8629 -0.464
C -1.4989 -0.0502 -7.2361 -0.673
C -0.4101 -0.1155 -3.6107 0.119
O 0.6960 -0.0080 -2.9971 1.220
O -1.4882 -0.3212 -3.0299 -0.634
H 1.6787 1.1123 -7.5726 0.414
H 1.6128 0.7888 -5.1135 0.331
H -2.4061 -0.5952 -5.3643 0.458
H -2.3736 -0.2763 -7.8307 0.387
```

## Properties
total charge: -2
multiplicity: 2
HOMO (alpha / beta): -1.054 / -1.125 eV
HOMO-LUMO gap (alpha / beta): 4.1 / 4.1 eV



Entry from OMol25: a 2-piece molecular cluster, C4H7NO overall in a non-equilibrium geometry (wB97M-V/def2-TZVPD).

Geometry as XYZ:
```
13
Properties=species:S:1:pos:R:3:mulliken_charge:R:1
C 1.9283 0.1067 0.8262 -0.565
O 1.5719 -0.6618 -0.3062 -0.485
C -0.8460 0.3800 -0.9664 -0.639
C -1.7333 -0.3030 -0.2415 -0.146
C -2.0512 0.0903 1.1042 0.328
N -2.2973 0.4160 2.1886 -0.411
H 2.4510 0.9941 0.4619 0.230
H 1.0507 0.4370 1.4012 0.241
H 2.6013 -0.4417 1.4983 0.272
H -0.3573 1.2607 -0.5632 0.289
H -0.5775 0.0844 -1.9752 0.263
H 1.0057 -1.3785 0.0034 0.315
H -2.2339 -1.1904 -0.6159 0.309
```

## Properties
total charge: 0
structure (SMILES): C=CC#N.CO
HOMO: -10.150 eV
HOMO-LUMO gap: 10.7 eV



Entry from OMol25: an isolated ion of composition C4H11NO and charge +1 in a non-equilibrium geometry (wB97M-V/def2-TZVPD).

Geometry as XYZ:
```
17
Properties=species:S:1:pos:R:3:mulliken_charge:R:1
C 1.4653 0.4646 -0.0814 -0.597
O 2.4036 -0.5361 -0.5890 -0.479
C 0.5786 0.0681 1.1385 -0.487
C -0.7020 -0.7903 0.8558 -0.655
C -1.2509 -0.4482 -0.5678 -0.301
N -1.6200 0.9717 -0.6848 -0.127
H 2.0599 1.2412 0.5335 0.274
H 1.0511 0.9308 -0.9975 0.333
H 1.9909 -1.2263 -1.1848 0.303
H 1.0423 -0.4272 2.0105 0.346
H 0.2408 1.0514 1.3525 0.394
H -0.2889 -1.7166 0.8465 0.393
H -1.4534 -0.6819 1.6746 0.312
H -2.1689 -0.9846 -1.0012 0.408
H -0.3407 -0.7713 -1.1471 0.240
H -0.8334 1.6653 -0.7267 0.311
H -2.1742 1.1894 -1.4317 0.332
```

## Properties
total charge: +1
multiplicity: 2
HOMO (alpha / beta): -14.443 / -14.411 eV
HOMO-LUMO gap (alpha / beta): 10.9 / 5.2 eV



Entry from OMol25: C2H3I3O2 as an isolated structure in a non-equilibrium geometry (wB97M-V/def2-TZVPD).

Geometry as XYZ:
```
10
Properties=species:S:1:pos:R:3:mulliken_charge:R:1
C -0.7356 0.6447 -0.6245 -0.876
C 0.4686 -0.3141 -0.0178 -0.067
O 0.3952 -1.4879 -0.7225 -0.384
O 0.0768 -0.5457 1.4871 -0.403
I -2.5525 -0.3164 -0.2010 0.193
I -0.6649 2.5545 0.3030 0.276
I 2.4766 0.5825 -0.1163 0.093
H -0.6280 0.5978 -1.6830 0.480
H 1.1195 -2.0198 -0.3263 0.380
H 0.0443 0.3044 1.9012 0.308
```

## Properties
total charge: 0
multiplicity: 3
HOMO (alpha / beta): -5.758 / -9.546 eV
HOMO-LUMO gap (alpha / beta): 5.5 / 5.7 eV



Entry from OMol25: one molecule with the formula C26H30N6O2 (wB97M-V/def2-TZVPD).

Geometry as XYZ:
```
64
Properties=species:S:1:pos:R:3:mulliken_charge:R:1
C -4.2938 -1.5291 -1.9576 -0.606
O -4.7986 -0.2542 -1.6620 -0.351
C -3.9802 0.7863 -2.1450 -0.065
C -4.5811 2.1174 -1.7045 -0.499
H -4.7979 2.0492 -0.6368 0.186
H -5.5228 2.2750 -2.2298 0.378
C -3.6414 3.2948 -1.9688 -0.921
N -2.4363 3.1906 -1.1764 -0.058
C -1.2762 2.7825 -1.7072 -0.620
O -1.0182 2.7058 -2.8864 -0.669
C -0.2061 2.4114 -0.6408 1.491
C 0.0586 3.5432 0.2036 0.332
N 0.2713 4.4281 0.8966 -0.629
C -0.7082 1.2413 0.1798 0.730
N -1.8891 1.3682 0.7136 -0.359
C -2.5200 0.2770 1.2053 0.030
C -3.7883 0.3881 1.7945 -0.467
C -4.4755 -0.7480 2.1283 -0.682
C -3.9237 -2.0149 1.8864 -0.546
C -2.6803 -2.1499 1.3295 -0.391
C -1.9395 -1.0014 0.9967 -0.049
N -0.6825 -1.1119 0.5245 -0.578
C -0.0149 -0.0187 0.2141 0.051
N 1.2827 -0.1403 -0.1815 0.329
C 1.8066 -1.4661 -0.4461 -0.367
C 2.8835 -1.3351 -1.5351 -1.133
N 3.9393 -0.3988 -1.2211 0.254
C 3.4026 0.8720 -0.7922 -1.011
C 2.3283 0.7442 0.2991 -0.323
H 1.9313 1.7223 0.5695 0.505
H 2.7751 0.3045 1.2029 0.085
H 4.2146 1.5087 -0.4394 0.322
H 2.9532 1.3471 -1.6738 0.406
C 5.1006 -0.9098 -0.5151 -1.774
C 4.8957 -1.3651 0.9123 1.072
C 5.0459 -0.4752 1.9699 -0.318
C 4.8200 -0.8815 3.2735 -0.515
C 4.4456 -2.1878 3.5386 -0.560
C 4.3100 -3.0875 2.4949 -0.529
C 4.5367 -2.6786 1.1924 -0.338
H 4.4377 -3.3888 0.3831 0.385
H 4.0296 -4.1112 2.6957 0.407
H 4.2682 -2.5055 4.5552 0.396
H 4.9393 -0.1773 4.0839 0.404
H 5.3470 0.5444 1.7714 0.381
H 5.4807 -1.7477 -1.1080 0.485
H 5.8533 -0.1156 -0.5357 0.485
H 3.3211 -2.3121 -1.7420 0.373
H 2.3965 -0.9754 -2.4499 0.409
H 0.9889 -2.0968 -0.7938 0.603
H 2.2234 -1.9062 0.4682 0.082
H -2.2350 -3.1169 1.1543 0.464
H -4.4921 -2.8945 2.1509 0.404
H -5.4561 -0.6752 2.5737 0.400
H -4.1985 1.3716 1.9666 0.492
H 0.6959 2.1380 -1.1950 -0.227
H -2.5632 3.0120 -0.1828 0.347
H -3.3388 3.3203 -3.0182 0.429
H -4.1448 4.2325 -1.7174 0.359
H -3.9059 0.7399 -3.2426 0.453
H -2.9624 0.6720 -1.7399 -0.076
H -3.2987 -1.6752 -1.5180 0.171
H -4.9874 -2.2468 -1.5249 0.231
H -4.2258 -1.6894 -3.0411 0.328
```

## Properties
total charge: 0
structure (SMILES): COCCCNC(=O)[C@@H](C#N)c1nc2ccccc2nc1N1CCN(Cc2ccccc2)CC1
HOMO: -8.130 eV
HOMO-LUMO gap: 7.8 eV



Entry from OMol25: a 2-piece molecular cluster, CH3ClOS overall in a non-equilibrium geometry (wB97M-V/def2-TZVPD).

Geometry as XYZ:
```
7
Properties=species:S:1:pos:R:3:mulliken_charge:R:1
C -0.3067 0.1275 -1.3954 -0.008
O 0.7578 0.5167 -1.0764 -0.352
S 0.1752 1.0837 2.7434 -0.066
Cl -1.7349 1.1461 1.9781 -0.147
H -1.0051 -0.4665 -0.8277 0.196
H -0.8761 0.3180 -2.4138 0.175
H -0.0427 -0.3188 3.0378 0.202
```

## Properties
total charge: 0
structure (SMILES): C=O.SCl
HOMO: -9.518 eV
HOMO-LUMO gap: 9.2 eV



Entry from OMol25: C38H39BCuN10OPS as an isolated structure (wB97M-V/def2-TZVPD).

Geometry as XYZ:
```
92
Properties=species:S:1:pos:R:3:mulliken_charge:R:1
Cu -0.2919 0.9360 0.0721 -1.295
C 2.8188 -0.4887 -2.5192 -1.399
C 2.1609 0.4391 -1.7051 0.190
N 1.1062 -0.1190 -1.1235 -0.021
N 1.0576 -1.3965 -1.5453 -0.171
C 2.0784 -1.6441 -2.3815 -0.147
B 0.0319 -2.4241 -1.0427 0.607
N 0.4681 -3.0433 0.3023 0.268
C 1.0195 -4.2625 0.4719 -0.373
C 1.4061 -4.3793 1.7899 -1.286
C 1.0440 -3.1435 2.3525 -0.282
N 0.4822 -2.3489 1.4518 0.260
N -1.3658 -1.7753 -0.9685 -0.467
C -2.4778 -2.3587 -1.4446 -0.280
C -3.5453 -1.5113 -1.2477 -1.549
C -2.9804 -0.3928 -0.6327 -0.143
N -1.6698 -0.5552 -0.4678 1.330
H 3.6961 -0.3339 -3.1226 0.432
H 2.3808 1.4727 -1.5029 0.356
H 2.1990 -2.6233 -2.8145 0.447
H -0.0196 -3.3262 -1.8434 -0.216
H 1.0951 -4.9502 -0.3542 0.451
H 1.8765 -5.2217 2.2677 0.406
H 1.1616 -2.7969 3.3692 0.428
H -2.4190 -3.3352 -1.8956 0.458
H -4.5750 -1.6639 -1.5189 0.446
H -3.4517 0.5208 -0.3144 0.434
S -2.1100 2.6230 0.3590 -0.233
C -2.8590 2.8008 -1.1297 0.596
N -3.3645 2.9183 -2.1688 -0.811
C -3.3680 -3.3250 1.8657 -0.957
C -2.5440 -3.2009 3.1345 -0.327
N -3.2152 -2.4381 4.1833 0.378
C -4.3909 -3.0417 4.8012 -0.884
C -5.6717 -2.2860 4.4786 -1.134
C -2.6893 -1.3490 4.8007 0.060
O -3.1427 -0.9222 5.8570 -0.685
C -1.5254 -0.6541 4.1604 0.768
C -0.4399 -0.3191 4.9608 -0.667
C 0.6264 0.3553 4.3974 -1.219
C 0.5578 0.7097 3.0567 -0.364
N -0.4962 0.4231 2.2983 0.719
C -1.5065 -0.2532 2.8327 -0.406
H -2.8091 -3.8844 1.1145 0.403
H -3.5898 -2.3443 1.4450 0.089
H -4.3125 -3.8440 2.0450 0.453
H -1.5890 -2.7374 2.9080 -0.106
H -2.3197 -4.1972 3.5336 0.318
H -4.2409 -3.0697 5.8817 0.456
H -4.4517 -4.0696 4.4400 0.413
H -5.6048 -1.2650 4.8518 0.310
H -6.5289 -2.7699 4.9507 0.388
H -5.8427 -2.2525 3.4018 0.267
H -0.4536 -0.5906 6.0090 0.460
H 1.4982 0.6178 4.9818 0.497
H 1.3408 1.2584 2.5424 0.489
H -2.3328 -0.4717 2.1641 0.351
N 1.0911 2.1918 0.5046 1.478
P 1.4332 3.6469 0.1803 0.186
C 3.1544 4.0162 0.6952 -0.221
C 3.6508 5.3074 0.8546 -0.241
C 4.9716 5.5120 1.2265 -0.691
C 5.8081 4.4244 1.4459 -0.456
C 5.3182 3.1349 1.2960 -0.746
C 3.9955 2.9323 0.9232 -0.201
C 0.4990 4.9834 1.0186 0.739
C 0.0281 4.7047 2.2991 -0.373
C -0.6654 5.6628 3.0187 -0.646
C -0.9049 6.9122 2.4588 -0.494
C -0.4489 7.1954 1.1805 -0.682
C 0.2520 6.2333 0.4630 -0.540
C 1.3991 4.1624 -1.5767 0.308
C 2.5366 4.4632 -2.3208 -0.312
C 2.4370 4.7198 -3.6836 -0.648
C 1.2017 4.6767 -4.3130 -0.487
C 0.0606 4.3756 -3.5791 -0.766
C 0.1622 4.1198 -2.2215 -0.153
H 2.9998 6.1592 0.6947 0.383
H 5.3481 6.5201 1.3503 0.397
H 6.8389 4.5840 1.7384 0.363
H 5.9654 2.2842 1.4717 0.412
H 3.5816 1.9362 0.8088 0.337
H 0.1881 3.7130 2.7081 0.355
H -1.0384 5.4309 4.0086 0.416
H -1.4597 7.6585 3.0143 0.370
H -0.6487 8.1619 0.7340 0.389
H 0.5896 6.4537 -0.5432 0.428
H 3.5079 4.4921 -1.8415 0.349
H 3.3295 4.9489 -4.2536 0.383
H 1.1285 4.8720 -5.3761 0.360
H -0.9120 4.3275 -4.0524 0.489
H -0.7299 3.8785 -1.6574 0.006
```

## Properties
total charge: -1
multiplicity: 2
HOMO (alpha / beta): -4.806 / -5.027 eV
HOMO-LUMO gap (alpha / beta): 7.4 / 7.6 eV



Entry from OMol25: a 6-piece molecular cluster, C11H15Cl10F overall in a non-equilibrium geometry (wB97M-V/def2-TZVPD).

Geometry as XYZ:
```
37
Properties=species:S:1:pos:R:3:mulliken_charge:R:1
C -5.7826 -15.3581 -30.1332 -0.228
Cl -6.0564 -17.0301 -30.5869 -0.162
Cl -7.2831 -14.3481 -30.2169 -0.157
H -5.3811 -15.3867 -29.1203 0.246
H -5.0292 -15.0349 -30.8515 0.301
C -0.6191 -20.9257 -26.3051 -0.132
Cl -0.7888 -21.2004 -24.6514 -0.113
Cl 0.4872 -22.1199 -26.9362 -0.170
H -1.5383 -21.1086 -26.8618 0.242
H -0.3554 -19.9071 -26.5895 0.165
C -1.7953 -20.1474 -21.5485 -0.252
Cl -3.2635 -21.1144 -21.6752 -0.136
Cl -0.4353 -21.1396 -20.9548 -0.161
H -1.5530 -19.6022 -22.4608 0.204
H -1.9336 -19.2995 -20.8776 0.323
C -1.2074 -19.2993 -29.8263 -0.334
Cl 0.5027 -19.9859 -29.8361 -0.146
Cl -1.5118 -18.4057 -28.3206 -0.148
H -1.1342 -18.5477 -30.6122 0.328
H -2.0000 -19.9911 -30.1115 0.301
C -9.6520 -14.4081 -23.2737 -0.282
Cl -10.2736 -12.8329 -22.6557 -0.161
Cl -7.8774 -14.4400 -23.6085 -0.150
H -9.9704 -15.2107 -22.6084 0.311
H -10.2175 -14.5900 -24.1876 0.276
F -4.0496 -18.2564 -23.0552 -0.247
C -4.7218 -18.1642 -24.2431 0.295
C -5.8613 -17.2833 -24.3398 -0.315
C -6.4559 -17.1458 -25.5742 -0.643
C -5.8646 -17.6650 -26.6869 -0.357
C -4.7876 -18.5167 -26.6200 -0.507
C -4.2139 -18.7623 -25.3892 -0.208
H -6.3071 -16.8608 -23.4514 0.455
H -7.3851 -16.5968 -25.6136 0.363
H -6.2542 -17.4070 -27.6605 0.412
H -4.3303 -18.9466 -27.4988 0.440
H -3.3092 -19.3405 -25.2729 0.346
```

## Properties
total charge: 0
structure (SMILES): Fc1ccccc1.ClCCl.ClCCl.ClCCl.ClCCl.ClCCl
HOMO: -9.423 eV
HOMO-LUMO gap: 9.6 eV